Entry from the OMol25 dataset: a molecular structure, C30H35NO5PtSb in a non-equilibrium geometry (ωB97M-V with the def2-TZVPD basis set).

## Properties
- Spin multiplicity: 1
- Lowest unoccupied orbital energy (alpha / beta): 2.14 / 1.82 eV
- Energy: -53190.45875 eV
- Energy relative to the best compared isomer or geometry (same formula, charge and spin): 142.5 kJ/mol
- Net charge: -1
- HOMO-LUMO gap (alpha / beta): 6.34 / 6.42 eV

Geometry (Å):
Pt (-0.041, 2.044, -0.397)
O (2.571, 7.760, -0.372)
C (1.978, 6.539, -0.356)
C (0.599, 6.391, -0.283)
C (0.063, 5.118, -0.272)
N (0.836, 4.038, -0.339)
C (2.163, 4.171, -0.393)
C (2.779, 5.404, -0.403)
C (2.966, 2.876, -0.422)
O (4.190, 2.950, -0.473)
O (2.258, 1.815, -0.389)
C (-1.453, 4.900, -0.132)
O (-2.155, 5.913, -0.165)
O (-1.799, 3.697, 0.024)
H (1.884, 8.433, -0.355)
H (-0.082, 7.232, -0.228)
H (3.857, 5.465, -0.441)
C (-4.895, -2.454, 1.851)
C (-4.224, -2.613, 0.645)
C (-3.413, -1.605, 0.153)
C (-3.252, -0.403, 0.856)
C (-3.931, -0.265, 2.074)
C (-4.745, -1.272, 2.563)
C (-2.345, 0.670, 0.446)
C (-1.642, 0.856, -0.696)
C (-1.889, 0.304, -2.027)
C (-3.197, 0.133, -2.502)
C (-3.437, -0.336, -3.781)
C (-2.380, -0.642, -4.628)
C (-1.077, -0.450, -4.187)
C (-0.835, 0.027, -2.911)
H (-5.516, -3.252, 2.241)
H (-4.327, -3.535, 0.086)
H (-2.874, -1.751, -0.774)
H (-3.804, 0.652, 2.637)
H (-5.261, -1.135, 3.505)
H (-2.193, 1.417, 1.222)
H (-4.025, 0.390, -1.852)
H (-4.456, -0.462, -4.126)
H (-2.574, -1.015, -5.626)
H (-0.246, -0.662, -4.849)
H (0.179, 0.201, -2.573)
C (-0.077, -3.352, -1.147)
C (1.370, -2.904, -0.958)
C (2.240, -4.030, -0.414)
Sb (1.319, -0.982, 0.175)
C (3.381, -0.878, 0.950)
C (3.787, -1.890, 2.018)
C (4.324, -0.882, -0.252)
C (0.181, -1.660, 1.952)
C (0.495, -3.015, 2.576)
C (0.290, -0.529, 2.972)
H (-0.129, -4.221, -1.813)
H (-0.687, -2.557, -1.583)
H (-0.527, -3.637, -0.191)
H (1.771, -2.598, -1.930)
H (1.923, -4.339, 0.583)
H (3.290, -3.740, -0.367)
H (2.167, -4.907, -1.071)
H (3.404, 0.124, 1.386)
H (3.602, -2.919, 1.707)
H (3.259, -1.709, 2.955)
H (4.859, -1.791, 2.223)
H (4.182, -1.764, -0.885)
H (5.366, -0.877, 0.086)
H (4.163, 0.010, -0.858)
H (-0.844, -1.690, 1.576)
H (1.545, -3.112, 2.849)
H (0.233, -3.836, 1.908)
H (-0.095, -3.139, 3.493)
H (1.318, -0.416, 3.329)
H (-0.348, -0.729, 3.841)
H (-0.018, 0.424, 2.537)

Cartesian forces, eV/Å:
-2.83 1.57 -0.10
0.11 0.02 -0.02
-0.17 -0.22 0.02
0.04 0.09 -0.05
-0.15 -0.01 0.04
0.82 0.15 0.34
-0.02 0.20 -0.02
0.11 0.14 -0.02
0.00 -0.18 -0.11
-0.02 0.04 0.05
0.31 -0.19 -0.13
0.56 0.66 -0.18
0.00 -0.38 0.10
0.49 -1.31 -0.23
-0.03 0.05 0.01
-0.02 -0.02 -0.01
-0.01 -0.02 -0.01
-0.06 -0.05 0.08
0.01 -0.02 -0.03
0.10 0.06 0.10
-0.36 -0.03 -0.11
0.03 0.00 -0.11
-0.01 -0.03 0.00
0.07 0.12 -0.47
1.04 -0.45 0.94
-0.06 -0.23 -0.36
0.08 0.13 0.05
-0.08 -0.04 -0.01
0.06 -0.02 0.01
-0.06 -0.05 -0.14
-0.05 0.06 0.26
-0.02 0.01 -0.02
0.01 0.00 0.01
-0.03 -0.05 0.03
0.00 0.00 0.00
0.01 -0.02 0.00
0.30 -0.15 0.11
0.01 0.00 0.00
0.00 0.01 0.02
0.02 0.02 -0.01
0.01 -0.01 0.02
0.01 -0.02 -0.01
0.07 0.05 0.01
0.05 0.34 0.23
-0.02 0.07 -0.07
-0.04 -0.46 0.20
-0.31 -0.04 -0.05
-0.02 0.11 -0.08
-0.12 0.06 -0.03
0.29 0.15 -0.23
-0.06 0.05 -0.03
-0.02 -0.03 -0.06
-0.03 -0.01 0.01
-0.04 -0.02 0.00
-0.03 0.00 -0.06
-0.03 0.01 0.00
0.04 -0.01 -0.01
-0.02 -0.05 0.04
0.01 -0.01 0.03
0.01 0.00 -0.05
0.04 0.00 0.06
-0.02 -0.08 -0.01
0.00 -0.02 0.02
0.06 -0.01 0.03
0.01 0.01 -0.02
0.01 -0.02 -0.01
-0.07 0.07 -0.04
0.00 -0.04 0.01
0.05 0.00 0.04
0.00 -0.02 -0.02
-0.04 0.01 0.04
0.01 0.02 0.00
0.00 0.03 0.02

---

Entry from the OMol25 dataset: a molecular structure, C30H36AuN4O6S2Si (ωB97M-V with the def2-TZVPD basis set).

## Properties
- Spin multiplicity: 3
- Expectation value of S²: 2.04
- Lowest unoccupied orbital energy (alpha / beta): -3.15 / -3.95 eV
- Energy: -83173.53278 eV
- Energy relative to the best compared isomer or geometry (same formula, charge and spin): 37.3 kJ/mol
- Net charge: +1
- HOMO-LUMO gap (alpha / beta): 6.75 / 7.52 eV

Geometry (Å):
Au (-0.275, -1.476, 0.202)
O (6.603, -1.273, -1.079)
C (5.868, -0.071, -1.074)
C (4.425, -0.379, -0.791)
C (3.458, 0.613, -0.889)
C (2.147, 0.303, -0.604)
N (1.772, -0.921, -0.231)
C (2.684, -1.903, -0.167)
C (4.021, -1.656, -0.433)
C (2.174, -3.260, 0.157)
C (2.996, -4.360, 0.326)
C (2.435, -5.595, 0.621)
C (3.314, -6.802, 0.845)
O (4.627, -6.630, 0.363)
C (1.055, -5.681, 0.737)
C (0.286, -4.547, 0.554)
N (0.843, -3.370, 0.263)
H (7.535, -1.079, -1.220)
H (5.935, 0.449, -2.036)
H (6.230, 0.615, -0.299)
H (3.711, 1.621, -1.192)
H (1.359, 1.039, -0.687)
H (4.756, -2.444, -0.390)
H (4.068, -4.282, 0.237)
H (2.834, -7.688, 0.422)
H (3.396, -6.967, 1.922)
H (4.664, -6.877, -0.566)
H (0.564, -6.619, 0.959)
H (-0.796, -4.566, 0.604)
C (-0.138, 5.786, 1.480)
Si (-0.379, 4.331, 0.322)
C (-2.191, 4.411, -0.159)
C (0.618, 4.469, -1.253)
C (0.429, 2.830, 1.257)
C (1.729, 3.243, 1.618)
C (2.614, 2.454, 2.324)
C (2.185, 1.192, 2.698)
N (0.988, 0.742, 2.366)
C (0.159, 1.518, 1.668)
S (-1.277, 0.468, 1.414)
H (-0.580, 6.677, 1.030)
H (0.900, 6.022, 1.713)
H (-0.657, 5.608, 2.425)
H (-2.325, 5.458, -0.451)
H (-2.887, 4.222, 0.660)
H (-2.471, 3.813, -1.027)
H (0.306, 5.349, -1.818)
H (0.433, 3.596, -1.885)
H (1.692, 4.548, -1.079)
H (2.066, 4.229, 1.323)
H (3.602, 2.809, 2.582)
H (2.809, 0.521, 3.278)
C (-5.897, 1.684, 2.524)
C (-4.905, 1.411, 1.431)
C (-5.338, 0.756, 0.244)
C (-4.446, 0.536, -0.808)
C (-3.122, 0.851, -0.711)
C (-2.562, 1.455, 0.522)
C (-3.605, 1.769, 1.544)
S (-2.138, 0.882, -2.169)
O (-0.780, 0.608, -1.760)
O (-2.434, 2.108, -2.851)
N (-2.628, -0.306, -3.143)
C (-2.300, -1.721, -2.982)
C (-3.268, -2.554, -2.118)
C (-2.604, -2.983, -0.818)
O (-2.415, -4.155, -0.563)
O (-2.290, -1.978, -0.032)
H (-6.789, 2.170, 2.128)
H (-5.471, 2.322, 3.296)
H (-6.212, 0.750, 2.991)
H (-6.376, 0.472, 0.135)
H (-4.830, 0.133, -1.737)
H (-2.012, 2.359, 0.269)
H (-3.255, 2.265, 2.442)
H (-3.358, -0.034, -3.783)
H (-1.286, -1.756, -2.584)
H (-2.246, -2.134, -3.988)
H (-3.601, -3.444, -2.647)
H (-4.146, -1.958, -1.870)

Cartesian forces, eV/Å:
0.15 -0.07 -0.05
0.01 -0.01 0.00
0.00 0.01 0.02
0.00 -0.01 0.00
0.03 0.03 0.00
-0.10 0.07 -0.01
0.00 -0.12 0.05
0.06 0.03 -0.02
-0.03 -0.02 -0.02
-0.03 -0.02 0.00
0.04 0.09 -0.02
-0.02 -0.02 0.00
-0.01 -0.01 0.03
0.01 0.01 -0.01
0.01 0.00 0.01
0.08 -0.02 0.03
-0.14 -0.05 0.01
-0.01 0.00 0.00
0.00 -0.01 0.00
-0.01 0.01 -0.02
0.00 0.00 0.00
-0.01 0.01 0.01
0.00 -0.01 0.01
0.00 0.00 0.01
0.00 0.01 -0.01
-0.01 -0.01 0.00
0.00 -0.01 0.00
0.01 -0.01 0.00
0.01 0.01 -0.01
0.00 -0.04 -0.02
0.02 0.03 -0.03
0.03 0.16 -0.02
-0.04 -0.01 0.01
0.04 0.08 0.05
0.00 -0.03 -0.05
-0.02 -0.04 -0.02
0.02 0.05 0.03
0.00 -0.03 0.00
-0.08 0.04 -0.03
0.04 -0.10 0.09
0.00 0.00 -0.02
0.02 -0.01 0.00
0.00 0.00 0.00
0.00 0.01 0.01
-0.01 0.03 -0.01
0.03 -0.01 0.03
0.00 0.01 0.00
0.00 0.00 0.00
0.01 -0.01 0.02
-0.01 0.04 0.01
0.00 0.01 0.02
0.01 0.00 -0.02
-0.01 0.01 0.00
0.03 -0.04 -0.01
0.06 0.02 0.01
-0.06 -0.03 0.00
-0.08 -0.01 -0.12
-0.11 0.12 0.05
0.04 -0.01 0.02
0.05 -0.10 0.02
0.01 0.03 -0.04
0.03 0.03 0.00
-0.04 0.02 0.13
0.00 0.04 -0.08
0.04 0.02 0.06
-0.28 0.02 0.10
0.09 -0.06 -0.05
0.02 0.09 -0.11
0.00 0.01 0.00
0.01 0.00 0.01
-0.01 0.00 0.00
-0.01 -0.01 0.01
0.01 0.01 0.00
0.06 -0.17 0.00
-0.01 0.03 0.00
0.03 0.01 -0.04
0.00 -0.03 0.00
-0.02 0.00 0.00
0.05 -0.01 -0.02
0.00 -0.03 -0.01

---

Entry from the OMol25 dataset: a molecular structure, C30H36BFN5O5SZn in a non-equilibrium geometry (ωB97M-V with the def2-TZVPD basis set).

## Properties
- Spin multiplicity: 1
- Lowest unoccupied orbital energy: 2.22 eV
- Energy: -112035.24406 eV
- Energy relative to the best compared isomer or geometry (same formula, charge and spin): 126.7 kJ/mol
- Net charge: -1
- HOMO-LUMO gap: 5.31 eV

Geometry (Å):
Zn (13.738, 10.560, 7.918)
C (14.441, 11.638, 12.934)
C (14.387, 10.119, 12.911)
N (13.194, 9.699, 12.116)
C (13.190, 9.959, 10.747)
S (14.654, 9.660, 9.871)
N (11.986, 10.164, 10.272)
N (11.820, 10.231, 8.819)
C (11.034, 11.332, 8.225)
C (9.514, 11.250, 8.388)
C (11.699, 12.390, 7.594)
C (10.946, 13.533, 6.947)
C (11.589, 14.656, 6.509)
C (13.005, 14.717, 6.568)
C (13.639, 13.565, 6.999)
N (13.037, 12.399, 7.409)
H (15.337, 12.079, 13.462)
H (13.541, 12.058, 13.381)
H (14.358, 11.987, 11.890)
H (14.255, 9.727, 13.910)
H (15.298, 9.643, 12.481)
H (12.363, 9.924, 12.646)
H (9.135, 10.465, 7.739)
H (8.978, 12.186, 8.283)
H (9.312, 10.871, 9.419)
H (9.854, 13.368, 6.778)
H (11.004, 15.444, 6.107)
H (13.574, 15.568, 6.236)
H (14.733, 13.591, 6.949)
C (19.177, 5.963, 6.573)
C (19.285, 7.163, 7.488)
C (20.791, 7.507, 7.537)
C (21.003, 8.602, 8.482)
C (20.001, 9.701, 8.269)
C (20.246, 10.913, 8.793)
C (19.319, 11.956, 8.724)
F (19.688, 13.142, 9.251)
C (18.163, 11.743, 8.080)
C (17.854, 10.523, 7.487)
C (16.512, 10.341, 6.845)
O (15.752, 11.324, 6.788)
C (16.227, 8.967, 6.595)
C (17.191, 7.997, 6.646)
N (18.432, 8.234, 7.044)
C (18.716, 9.482, 7.555)
C (14.838, 8.464, 6.177)
O (14.798, 7.350, 5.637)
O (13.935, 9.278, 6.381)
H (20.014, 5.217, 6.641)
H (19.312, 6.376, 5.597)
H (18.183, 5.479, 6.559)
H (18.996, 6.871, 8.511)
H (21.033, 7.735, 6.459)
H (21.359, 6.611, 7.766)
H (22.034, 9.023, 8.527)
H (20.794, 8.182, 9.449)
H (21.179, 11.076, 9.294)
H (17.403, 12.513, 7.975)
H (16.882, 7.019, 6.277)
C (10.338, 6.908, 5.774)
C (10.385, 7.320, 7.212)
C (8.923, 7.283, 7.732)
O (10.893, 8.641, 7.149)
B (11.376, 8.889, 8.387)
O (11.504, 7.744, 9.186)
C (11.328, 6.681, 8.281)
C (12.621, 6.278, 7.612)
C (10.808, 5.481, 9.086)
H (9.869, 7.751, 5.243)
H (9.914, 5.914, 5.727)
H (11.313, 6.759, 5.289)
H (8.396, 7.940, 7.054)
H (8.798, 7.769, 8.765)
H (8.623, 6.249, 7.752)
H (12.888, 7.112, 6.971)
H (12.364, 5.387, 7.013)
H (13.348, 6.086, 8.289)
H (9.888, 5.720, 9.539)
H (11.523, 5.214, 9.871)
H (10.685, 4.628, 8.432)

Cartesian forces, eV/Å:
0.42 0.35 -0.50
0.67 0.71 -0.20
-0.29 -0.27 -0.92
1.81 0.04 1.02
-2.37 -0.66 -0.36
0.46 0.33 -0.33
0.44 1.17 0.26
-0.28 -1.07 -0.48
0.27 1.36 0.26
1.19 -0.93 1.18
-2.73 -0.06 -0.33
-0.35 -0.96 0.31
-0.27 -1.49 0.58
0.00 -1.08 0.63
0.22 -0.07 -0.27
1.74 1.13 0.07
-0.82 -0.49 -0.68
-0.08 -0.14 0.42
0.61 0.02 0.35
-0.05 -0.23 0.32
-0.67 0.52 0.24
-0.36 0.07 -0.75
-0.45 0.11 -0.41
0.04 0.07 -0.22
0.07 0.35 -0.45
1.11 0.47 0.30
-0.36 0.65 -0.46
0.10 0.09 0.01
-0.40 -0.56 0.17
-0.24 -0.90 -0.51
1.25 -2.21 0.85
-0.77 -0.36 -2.66
0.64 1.27 0.49
-1.69 -0.92 -1.29
0.21 0.85 0.46
0.84 -0.52 -0.20
-0.35 0.01 0.01
-1.25 1.49 -0.22
-1.16 0.12 -0.77
0.44 0.94 1.62
0.34 -0.87 -0.26
-0.47 -0.98 -0.75
-1.66 0.55 -0.71
1.20 0.46 0.62
3.34 -0.19 1.54
2.53 -0.81 -0.79
-0.38 0.23 0.12
-2.38 0.86 0.48
-0.97 0.64 0.57
-0.04 0.18 -1.06
0.69 -0.01 0.25
-0.12 0.15 -0.08
0.14 0.20 0.98
-0.08 -0.11 0.25
-0.66 -0.36 -0.20
0.08 -0.12 0.82
0.38 0.16 0.26
0.12 0.03 0.09
0.19 0.19 0.35
1.24 -0.81 -0.47
-0.66 -0.46 0.63
0.99 1.80 1.23
-0.57 0.79 0.37
1.19 0.74 1.24
0.20 1.62 -0.36
-0.19 -1.82 -0.23
-2.72 0.80 -2.23
0.78 0.34 -0.65
-0.38 -0.81 -0.02
-0.94 -0.05 -0.53
0.08 0.43 0.47
-0.71 -0.28 -0.25
0.39 -0.89 -1.30
-0.60 -0.17 -0.13
0.48 -0.30 -0.24
0.56 0.32 0.01
2.34 -0.67 2.10
-1.17 0.17 0.69
0.01 0.16 -0.19
-0.12 -0.33 -0.16